(1)
The following is a DFT calculation (wB97M-V/def2-TZVPD) of a cluster of 5 separate species, C31H47FN3O10 in total.

charge	+1
relative energy (zero: lowest compared OMol25 entry of this formula, charge and spin)	0.000	eV
maximum force	0.983	eV/Å
E_HOMO	-11.55	eV

Last column: Mulliken charge in e.
Geometry (Å):
C: 3.440 2.824 4.808  -1.530
C: 2.429 2.123 3.899  0.167
C: 2.561 2.587 2.450  -0.886
C: 1.812 1.761 1.393  -0.439
C: 0.386 1.344 1.782  -0.315
C: 0.222 0.008 2.509  -0.472
C: 0.085 -1.221 1.612  -0.987
C: 1.237 -1.489 0.635  -0.766
C: 1.001 -0.807 -0.714  0.097
C: 2.103 -1.042 -1.679  -0.297
C: 3.378 -0.488 -1.462  -0.076
C: 4.379 -0.672 -2.382  -0.896
C: 4.071 -1.429 -3.494  0.347
C: 4.990 -1.809 -4.611  0.249
O: 4.686 -2.697 -5.347  -0.490
N: 6.242 -1.148 -4.629  -0.184
C: 6.377 0.042 -5.373  0.492
O: 7.402 0.517 -5.720  -0.425
F: 5.170 0.580 -5.649  -0.119
N: 2.852 -1.929 -3.597  0.376
N: 1.855 -1.767 -2.760  -0.698
H: 3.452 2.355 5.790  0.400
H: 3.227 3.885 4.913  0.366
H: 4.440 2.695 4.394  0.344
H: 2.635 1.055 3.947  0.165
H: 1.418 2.322 4.252  0.154
H: 2.271 3.635 2.362  0.381
H: 3.628 2.558 2.204  0.402
H: 2.433 0.909 1.108  -0.269
H: 1.735 2.394 0.502  0.360
H: -0.006 2.137 2.419  0.070
H: -0.278 1.330 0.916  0.678
H: -0.704 0.075 3.079  0.130
H: 1.018 -0.166 3.233  0.327
H: -0.014 -2.102 2.243  0.461
H: -0.843 -1.155 1.042  0.408
H: 1.272 -2.565 0.452  0.551
H: 2.198 -1.211 1.073  0.460
H: 0.075 -1.195 -1.135  0.305
H: 0.891 0.274 -0.609  0.185
H: 3.540 0.098 -0.568  0.555
H: 5.368 -0.258 -2.261  0.565
H: 6.929 -1.799 -5.008  0.368
H: 2.661 -2.499 -4.420  0.433
O: -0.896 -3.920 -0.253  -0.522
C: -0.927 -4.606 -1.235  0.483
O: -0.952 -5.950 -1.183  -0.373
C: -0.868 -6.509 -2.509  -0.437
C: -1.334 -5.396 -3.446  -0.589
C: -0.896 -4.149 -2.680  0.027
H: 0.171 -6.792 -2.688  0.240
H: -1.487 -7.400 -2.545  0.345
H: -0.919 -5.485 -4.447  0.330
H: -2.420 -5.410 -3.531  0.290
H: 0.134 -3.860 -2.898  -0.201
H: -1.550 -3.295 -2.830  0.409
O: -2.630 1.594 2.496  -0.631
C: -2.848 2.449 3.313  0.832
O: -2.274 2.426 4.529  -0.342
C: -2.779 3.506 5.344  -0.352
C: -3.287 4.543 4.350  -0.590
C: -3.739 3.666 3.182  -0.623
H: -3.577 3.113 5.971  0.138
H: -1.967 3.865 5.971  0.412
H: -4.069 5.176 4.762  0.357
H: -2.460 5.180 4.031  0.300
H: -4.773 3.341 3.294  0.131
H: -3.606 4.134 2.210  0.419
O: -6.233 2.872 5.516  -0.554
C: -6.167 1.719 5.201  0.491
O: -5.000 1.160 4.807  -0.199
C: -5.210 -0.200 4.376  -0.471
C: -6.504 -0.631 5.058  -0.502
C: -7.275 0.688 5.134  -0.580
H: -5.285 -0.201 3.287  0.258
H: -4.344 -0.787 4.670  0.321
H: -7.022 -1.422 4.520  0.338
H: -6.289 -0.990 6.065  0.278
H: -7.859 0.879 4.232  0.265
H: -7.922 0.774 6.002  0.322
O: -1.057 -0.977 -6.106  -0.560
C: -0.230 -0.173 -6.412  0.516
O: -0.525 1.081 -6.809  -0.373
C: 0.669 1.801 -7.170  -0.560
C: 1.800 1.075 -6.446  -0.413
C: 1.279 -0.358 -6.424  0.434
H: 0.780 1.761 -8.255  0.275
H: 0.549 2.836 -6.866  0.347
H: 2.769 1.197 -6.925  0.344
H: 1.879 1.451 -5.423  0.250
H: 1.548 -0.933 -7.311  0.377
H: 1.577 -0.904 -5.534  -0.601

=====

(2)
The following is a DFT calculation (wB97M-V/def2-TZVPD) of an isolated molecule of CH7PSi at a distorted geometry.

SMILES string	[SiH3]CP
charge	0
relative energy (zero: lowest compared OMol25 entry of this formula, charge and spin)	1.497	eV
maximum force	4.071	eV/Å
E_HOMO	-9.22	eV

Last column: natural (NBO) charge in e.
Geometry (Å):
Si: -1.464 0.460 0.221  0.840
C: 0.255 -0.660 0.244  -1.109
P: 1.710 0.496 0.065  0.295
H: -1.266 1.680 1.138  -0.127
H: -2.259 -0.645 0.379  -0.171
H: -1.835 1.118 -1.149  -0.153
H: 0.202 -1.226 1.252  0.243
H: 0.442 -1.385 -0.690  0.256
H: 2.782 -0.366 -0.153  -0.038
H: 1.431 0.528 -1.306  -0.037

=====

(3)
The following is a DFT calculation (wB97M-V/def2-TZVPD) of a structure of composition C3H3FO at a distorted geometry.

charge	0
relative energy (zero: lowest compared OMol25 entry of this formula, charge and spin)	2.408	eV
maximum force	6.112	eV/Å
E_HOMO	-10.39	eV

Last column: natural (NBO) charge in e.
Geometry (Å):
C: 0.257 -0.231 0.054  0.218
C: -0.830 -0.776 -0.627  -0.339
C: 0.602 1.070 0.706  0.354
H: -0.794 -1.711 -1.146  0.217
H: -2.090 -0.316 -0.898  0.235
H: 1.601 0.858 1.522  0.152
O: -0.132 2.117 0.628  -0.485
F: 1.388 -1.011 -0.240  -0.351

=====

(4)
The following is a DFT calculation (wB97M-V/def2-TZVPD) of a structure of composition C47H46N8O5S2SeSiTi.

multiplicity	3
charge	-2
relative energy (zero: lowest compared OMol25 entry of this formula, charge and spin)	0.721	eV
maximum force	0.821	eV/Å
E_HOMO (spin up / spin down)	-0.48 / -2.38	eV

Last column: Löwdin spin population.
Geometry (Å):
Ti: 2.089 0.414 -0.777  0.912
O: 1.930 -1.862 2.233  0.004
C: 1.869 -0.648 2.096  0.006
N: 2.636 0.075 1.202  0.007
C: 4.023 -0.137 1.206  0.006
C: 4.736 -0.841 2.184  0.000
C: 6.122 -0.949 2.122  0.001
C: 6.828 -0.365 1.083  0.000
C: 6.144 0.358 0.109  0.002
C: 4.762 0.488 0.163  0.004
N: 3.961 1.115 -0.803  0.000
C: 4.378 1.868 -1.820  0.001
O: 5.457 2.422 -2.001  0.001
C: 3.324 1.955 -2.920  0.004
C: 3.589 2.671 -4.075  -0.001
C: 2.721 2.561 -5.144  0.003
C: 1.613 1.743 -5.029  0.000
C: 1.393 1.093 -3.829  0.006
N: 2.225 1.201 -2.795  0.007
C: 0.942 0.110 3.017  0.001
C: -0.010 -0.607 3.735  0.001
C: -0.807 0.070 4.637  0.000
C: -0.627 1.436 4.788  0.001
C: 0.353 2.060 4.030  0.000
N: 1.137 1.414 3.170  0.000
H: 4.194 -1.324 2.985  0.000
H: 6.646 -1.511 2.889  0.000
H: 7.907 -0.462 1.026  0.000
H: 6.673 0.835 -0.705  0.000
H: 4.498 3.257 -4.107  0.000
H: 2.910 3.100 -6.064  0.000
H: 0.914 1.613 -5.845  0.000
H: 0.539 0.451 -3.687  0.000
H: -0.105 -1.670 3.561  0.000
H: -1.571 -0.454 5.198  0.000
H: -1.246 2.015 5.462  0.000
H: 0.517 3.133 4.111  0.000
O: 4.300 -1.072 -2.748  0.001
S: 3.488 -2.173 -2.301  0.000
O: 2.859 -2.981 -3.320  0.000
N: 2.435 -1.642 -1.214  -0.004
C: 1.281 -2.434 -0.994  0.000
C: 1.268 -3.799 -0.854  0.001
C: 0.057 -4.507 -0.710  -0.001
C: -1.148 -3.870 -0.766  0.001
C: -1.177 -2.471 -0.959  0.001
C: -2.369 -1.751 -1.198  0.010
C: -2.302 -0.421 -1.465  0.000
C: -1.061 0.238 -1.374  0.011
N: 0.063 -0.389 -1.136  0.010
C: 0.033 -1.754 -1.003  0.008
C: 4.586 -3.254 -1.411  0.000
C: 4.542 -3.338 -0.029  0.000
C: 5.449 -4.163 0.628  0.000
C: 6.381 -4.892 -0.094  0.000
C: 6.415 -4.801 -1.485  0.000
C: 5.519 -3.979 -2.146  0.000
H: 2.198 -4.348 -0.864  0.000
H: 0.094 -5.581 -0.575  0.000
H: -2.082 -4.413 -0.684  0.000
H: -3.322 -2.270 -1.173  0.002
H: -3.188 0.161 -1.666  0.000
H: -0.992 1.313 -1.470  0.000
H: 3.813 -2.758 0.530  0.000
H: 5.426 -4.216 1.709  0.000
H: 7.088 -5.531 0.422  0.000
H: 7.147 -5.367 -2.049  0.000
H: 5.530 -3.893 -3.228  0.000
C: -7.626 1.614 2.156  0.001
C: -6.449 2.315 2.836  0.000
C: -5.116 2.078 2.138  0.002
N: -4.709 0.696 2.307  0.012
C: -3.507 0.222 1.896  0.014
S: -2.194 1.202 1.515  0.011
N: -3.412 -1.129 1.825  0.017
C: -4.443 -2.140 1.943  0.169
O: -4.188 -3.121 2.683  0.209
C: -5.628 -1.989 1.160  0.104
C: -6.751 -2.840 1.430  0.104
C: -7.918 -2.732 0.711  0.020
C: -8.054 -1.803 -0.340  0.172
C: -6.947 -0.997 -0.655  0.016
C: -5.771 -1.076 0.059  0.108
H: -8.560 1.796 2.694  0.000
H: -7.490 0.530 2.092  0.000
H: -7.749 1.973 1.131  0.000
H: -6.363 1.982 3.875  0.000
H: -6.631 3.393 2.863  0.000
H: -4.336 2.718 2.540  0.001
H: -5.206 2.322 1.071  0.000
H: -5.452 0.012 2.300  0.006
H: -2.467 -1.478 1.847  0.003
H: -6.650 -3.567 2.227  0.008
H: -8.752 -3.384 0.959  -0.003
H: -8.979 -1.724 -0.900  0.015
H: -7.012 -0.297 -1.483  -0.003
H: -4.935 -0.445 -0.225  0.006
C: -0.465 5.589 -0.225  -0.001
Si: 0.694 4.500 -1.234  0.000
C: 2.286 5.464 -1.522  0.000
C: -0.129 4.283 -2.916  0.001
Se: 1.063 2.671 -0.030  -0.001
H: -0.716 6.523 -0.744  0.000
H: 0.000 5.835 0.737  0.000
H: -1.389 5.040 -0.010  0.000
H: 2.108 6.418 -2.037  0.000
H: 2.994 4.874 -2.115  0.000
H: 2.764 5.668 -0.558  0.000
H: -0.359 5.265 -3.352  0.000
H: -1.067 3.722 -2.822  0.000
H: 0.518 3.748 -3.610  0.000

=====

(5)
The following is a DFT calculation (wB97M-V/def2-TZVPD) of a structure of composition C73H64AsN5O3PSSn at a distorted geometry.

charge	+3
relative energy (zero: lowest compared OMol25 entry of this formula, charge and spin)	0.000	eV
maximum force	1.131	eV/Å
E_HOMO (spin up / spin down)	-14.52 / -14.54	eV

Last column: Mulliken charge in e.
Geometry (Å):
Sn: 1.233 0.081 -1.193  2.792
C: 1.593 4.175 2.850  -0.845
O: 2.653 4.033 1.905  -0.355
C: 2.418 2.917 1.207  -0.257
N: 1.393 2.215 1.503  0.523
C: 0.782 2.870 2.690  0.601
C: -0.706 3.120 2.625  0.010
C: -1.283 4.000 3.542  -0.557
C: -2.636 4.288 3.485  -0.870
C: -3.437 3.694 2.517  -0.755
C: -2.880 2.789 1.631  -0.984
C: -1.523 2.496 1.697  0.046
C: 3.517 2.604 0.265  0.271
C: 4.719 3.281 0.476  -0.992
C: 5.821 2.966 -0.292  -1.016
C: 5.685 2.022 -1.288  -0.622
C: 4.445 1.423 -1.457  -0.151
N: 3.381 1.680 -0.692  0.867
C: 4.242 0.480 -2.568  -0.448
N: 3.128 -0.048 -2.890  1.009
C: 3.352 -0.888 -4.080  0.322
C: 4.841 -0.632 -4.411  -0.631
O: 5.303 0.196 -3.314  -0.431
C: 2.390 -0.582 -5.214  -0.225
C: 2.772 -0.780 -6.538  -0.927
C: 1.878 -0.541 -7.571  -0.908
C: 0.591 -0.101 -7.299  -0.963
C: 0.207 0.111 -5.983  -0.517
C: 1.097 -0.140 -4.950  -0.048
H: 1.017 5.066 2.604  0.401
H: 2.035 4.291 3.836  0.317
H: 0.984 2.221 3.549  0.223
H: -0.668 4.478 4.298  0.557
H: -3.066 4.988 4.191  0.450
H: -4.490 3.936 2.455  0.516
H: -3.494 2.314 0.876  0.591
H: -1.080 1.788 1.009  0.580
H: 4.776 4.029 1.254  0.666
H: 6.774 3.446 -0.114  0.523
H: 6.508 1.752 -1.934  0.653
H: 3.194 -1.928 -3.774  0.248
H: 4.983 -0.063 -5.326  0.397
H: 5.444 -1.535 -4.446  0.319
H: 3.770 -1.128 -6.777  0.514
H: 2.194 -0.687 -8.596  0.433
H: -0.108 0.072 -8.106  0.496
H: -0.788 0.476 -5.759  0.651
H: 0.792 0.026 -3.926  0.395
C: -1.769 -0.855 -2.965  -1.526
N: -0.520 -1.372 -2.405  0.958
C: -0.244 -2.609 -2.600  -0.832
C: 0.987 -3.167 -2.143  0.055
C: 1.520 -4.468 -2.408  -1.079
C: 2.766 -4.473 -1.870  -0.986
C: 2.950 -3.161 -1.275  -0.851
N: 1.891 -2.398 -1.434  1.477
C: -2.957 -1.210 -2.087  0.375
C: -3.005 -0.800 -0.758  0.002
C: -4.142 -1.032 0.004  -0.120
C: -5.220 -1.713 -0.547  -0.605
C: -5.158 -2.167 -1.855  -0.962
C: -4.026 -1.920 -2.622  -0.563
H: -1.933 -1.260 -3.966  0.769
H: -1.678 0.231 -3.038  -0.190
H: -0.924 -3.264 -3.150  0.444
H: 1.027 -5.263 -2.947  0.660
H: 3.490 -5.274 -1.876  0.552
H: 3.822 -2.804 -0.741  0.491
H: -2.160 -0.274 -0.327  0.281
H: -4.207 -0.660 1.021  0.472
H: -6.113 -1.884 0.041  0.517
H: -5.997 -2.691 -2.294  0.447
H: -3.990 -2.252 -3.653  0.466
O: 0.537 2.088 -2.501  -0.884
S: -0.269 3.374 -2.414  -0.352
C: -0.681 3.771 -4.108  0.817
C: -1.869 4.455 -4.321  -0.421
C: -2.221 4.799 -5.619  -0.743
C: -1.391 4.447 -6.674  -0.625
C: -0.216 3.740 -6.444  -0.744
C: 0.143 3.387 -5.153  -0.361
C: 0.909 4.693 -2.142  0.760
C: 0.429 5.859 -1.561  -0.344
C: 1.306 6.908 -1.330  -0.822
C: 2.646 6.776 -1.671  -0.689
C: 3.112 5.604 -2.253  -0.623
C: 2.242 4.549 -2.488  0.135
H: -2.508 4.712 -3.483  0.454
H: -3.146 5.328 -5.803  0.444
H: -1.666 4.717 -7.685  0.441
H: 0.424 3.466 -7.273  0.505
H: 1.042 2.812 -4.960  0.284
H: -0.624 5.945 -1.311  0.464
H: 0.943 7.829 -0.891  0.480
H: 3.327 7.600 -1.496  0.454
H: 4.153 5.518 -2.537  0.538
H: 2.583 3.630 -2.951  0.079
C: -1.207 -1.903 2.790  -1.503
C: -1.204 -0.669 3.664  -0.236
As: -2.494 -0.878 5.158  0.698
C: -4.219 -1.167 4.344  0.263
C: -4.717 -2.435 4.046  0.076
C: -5.984 -2.552 3.499  -0.860
C: -6.767 -1.423 3.291  -0.609
C: -6.267 -0.160 3.581  -0.652
C: -4.993 -0.031 4.109  -0.631
C: -1.984 -2.434 6.127  0.649
C: -0.625 -2.677 6.364  -0.417
C: -0.251 -3.755 7.141  -0.511
C: -1.226 -4.554 7.737  -0.623
C: -2.577 -4.293 7.531  -0.654
C: -2.962 -3.220 6.749  -0.584
P: 0.163 -1.876 1.487  1.063
C: 1.639 -1.763 2.563  0.089
C: 1.795 -2.552 3.707  -0.684
C: 2.937 -2.445 4.483  -1.024
C: 3.940 -1.547 4.134  -0.956
C: 3.784 -0.741 3.017  -0.710
C: 2.638 -0.848 2.239  -0.232
C: 0.088 -3.654 1.081  0.783
C: 1.151 -4.535 1.277  -0.763
C: 1.007 -5.883 0.975  -0.777
C: -0.184 -6.363 0.449  -0.736
C: -1.235 -5.487 0.218  -0.686
C: -1.099 -4.139 0.521  -0.393
H: -2.153 -1.976 2.252  0.738
H: -1.065 -2.819 3.365  0.813
H: -1.506 0.212 3.098  -0.422
H: -0.232 -0.473 4.118  0.643
H: -4.115 -3.318 4.225  0.615
H: -6.371 -3.533 3.254  0.444
H: -7.778 -1.531 2.919  0.477
H: -6.879 0.719 3.426  0.473
H: -4.601 0.944 4.363  0.442
H: 0.132 -2.021 5.950  0.410
H: 0.796 -3.963 7.313  0.433
H: -0.929 -5.363 8.391  0.424
H: -3.330 -4.907 8.006  0.428
H: -4.011 -2.986 6.623  0.559
H: 1.032 -3.275 3.975  0.933
H: 3.054 -3.065 5.363  0.478
H: 4.843 -1.483 4.728  0.433
H: 4.556 -0.027 2.756  0.615
H: 2.513 -0.210 1.372  0.206
H: 2.089 -4.182 1.685  0.472
H: 1.830 -6.563 1.158  0.491
H: -0.290 -7.415 0.219  0.443
H: -2.168 -5.855 -0.193  0.528
H: -1.929 -3.459 0.349  0.168

=====

(6)
The following is a DFT calculation (wB97M-V/def2-TZVPD) of a structure of composition C23H25FN2O2 at a distorted geometry.

charge	0
relative energy (zero: lowest compared OMol25 entry of this formula, charge and spin)	16.133	eV
maximum force	17.465	eV/Å
E_HOMO	-7.74	eV

Last column: natural (NBO) charge in e.
Geometry (Å):
C: 1.123 3.976 -0.265  -0.192
H: 0.783 4.959 -0.423  0.199
O: 2.616 4.278 -0.229  -0.503
C: 3.322 3.072 -0.108  0.311
C: 2.858 1.611 -0.261  -0.236
C: 3.683 0.645 0.079  -0.187
C: 4.998 0.903 0.357  0.419
C: 5.511 2.361 0.095  -0.242
C: 4.577 3.398 -0.012  -0.282
H: 4.993 4.354 0.092  0.226
H: 6.527 2.734 0.363  0.212
F: 5.889 0.136 0.223  -0.269
C: 3.242 -0.798 -0.120  0.487
N: 1.988 -0.835 -0.172  -0.438
C: 1.892 -2.300 -0.281  0.009
C: 3.095 -2.792 0.216  0.239
O: 4.034 -1.858 0.230  -0.401
C: 3.675 -4.184 0.328  -0.660
H: 4.807 -3.968 0.625  0.243
H: 3.030 -4.677 1.001  0.228
H: 3.741 -4.631 -0.812  0.231
C: 0.513 -2.973 -0.169  -0.157
N: -0.611 -2.212 -0.177  -0.493
C: -0.831 -1.600 1.215  -0.232
C: -2.191 -0.939 0.921  -0.395
H: -2.808 -1.919 1.105  0.233
H: -2.301 -0.795 2.125  0.214
C: -2.434 0.033 -0.010  -0.394
C: -3.935 0.421 0.216  0.034
C: -3.996 1.790 0.304  -0.236
C: -5.285 2.493 0.260  -0.176
C: -6.444 1.542 0.135  -0.213
C: -6.221 0.238 0.154  -0.204
C: -5.008 -0.479 0.034  -0.200
H: -4.911 -1.487 -0.040  0.222
H: -7.078 -0.243 0.131  0.196
H: -7.375 2.002 0.150  0.206
H: -5.412 3.472 0.676  0.210
H: -3.181 2.519 0.288  0.212
C: -2.352 -0.736 -1.206  -0.363
C: -0.734 -1.490 -1.184  -0.158
H: -0.802 -1.897 -2.034  0.188
H: -0.193 -0.622 -1.291  0.147
H: -2.990 -1.832 -1.363  0.207
H: -2.499 -0.124 -2.214  0.210
H: -1.587 0.625 0.077  0.238
H: -0.497 -2.485 1.880  0.226
H: 0.082 -0.968 1.193  0.198
H: 0.681 -3.472 -1.407  0.157
H: 0.482 -3.789 0.489  0.204
H: 1.822 1.573 -0.282  0.226
H: 0.872 3.456 -1.313  0.166
H: 0.841 3.512 0.415  0.132

=====

(7)
The following is a DFT calculation (wB97M-V/def2-TZVPD) of a structure of composition C5H6NO at a distorted geometry.

charge	+1
relative energy (zero: lowest compared OMol25 entry of this formula, charge and spin)	9.183	eV
maximum force	4.820	eV/Å
E_HOMO	-16.74	eV

Last column: natural (NBO) charge in e.
Geometry (Å):
C: 2.255 -1.810 -1.022  0.567
C: 1.140 -1.683 -0.378  -0.378
C: -0.273 -1.173 1.008  -0.257
C: 0.603 -0.292 0.182  -0.125
C: -0.167 0.576 -0.779  -0.620
N: 0.170 -2.388 0.359  0.337
O: -0.072 -3.592 0.344  -0.082
H: 0.185 -1.296 1.993  0.285
H: -1.355 -1.255 1.040  0.284
H: 1.314 0.115 0.758  0.245
H: -0.931 0.162 -1.313  0.238
H: 0.568 1.081 -1.402  0.254
H: -0.791 1.255 -0.111  0.252